Computed, not measured: 9 unconnected molecules or ions with the total composition C43H87FO20P at a distorted geometry, with the ωB97M-V functional and the def2-TZVPD basis.

The geometry in XYZ format:
```
152
Properties=species:S:1:pos:R:3
C 1.32400 -0.29616 3.15994
C 1.34784 -1.24974 1.95374
C 0.46956 -2.44039 2.16981
O 0.74926 -3.36877 2.90254
O -0.69124 -2.38986 1.45310
C -1.77958 -3.16135 1.93882
C -3.02189 -2.25924 1.86375
P -2.93963 -0.93414 3.07268
O -1.73785 -1.30892 4.06210
C -2.48548 0.57764 2.24682
C -3.51251 1.14531 1.25279
C -3.10140 2.55129 0.81415
O -4.08624 3.18121 0.01459
C -4.41480 -0.73025 4.08194
C -5.75428 -0.85177 3.33770
C -6.23053 -2.28901 3.23084
F -6.68452 -0.11381 4.08359
H 0.52436 0.44236 3.06503
H 1.20786 -0.85804 4.09011
H 2.26807 0.23923 3.20321
H 1.06533 -0.72407 1.04014
H 2.37373 -1.60877 1.83061
H -1.60100 -3.53231 2.94647
H -1.95710 -4.00900 1.27305
H -3.92122 -2.86617 1.95516
H -3.03156 -1.79247 0.87367
H -1.56979 -0.60158 4.70140
H -1.57910 0.29922 1.68871
H -2.16577 1.32768 2.98071
H -3.54697 0.51244 0.36079
H -4.49829 1.21620 1.72153
H -2.90088 3.16929 1.69931
H -2.16962 2.48910 0.24606
H -4.91237 2.69430 0.06972
H -4.40309 -1.43531 4.91811
H -4.34957 0.27720 4.51302
H -5.73422 -0.38023 2.35281
H -5.41675 -3.00778 3.17185
H -6.86463 -2.40356 2.34986
H -6.84027 -2.56304 4.09564
O -0.04808 0.99665 0.09514
C 0.50838 0.97214 -0.98203
O 1.59340 1.71608 -1.14074
C 2.43415 1.65321 -2.31126
C 1.92558 2.53944 -3.42605
C -0.04546 0.17597 -2.13657
H 2.56703 0.61615 -2.62265
H 3.40315 2.00332 -1.96289
H 0.94398 2.21703 -3.77846
H 2.61548 2.51935 -4.26509
H 1.83035 3.56593 -3.08493
H -0.80440 0.77841 -2.63545
H -0.51523 -0.72036 -1.73690
H 0.69966 -0.12725 -2.86613
O 2.47559 4.99849 -5.01202
C 3.04439 5.04257 -6.07477
O 4.13305 5.80940 -6.17860
C 4.97084 5.82046 -7.35298
C 4.45557 6.78873 -8.39414
C 2.51595 4.32035 -7.29194
H 5.09683 4.81787 -7.74574
H 5.94623 6.14095 -6.99517
H 3.46967 6.50206 -8.76263
H 5.14327 6.82233 -9.23829
H 4.36960 7.78989 -7.97098
H 1.75948 4.94775 -7.76196
H 2.04329 3.39838 -6.96130
H 3.27679 4.06991 -8.02625
O 6.59263 4.31905 -9.41101
C 7.14658 4.42066 -10.47493
O 8.24519 5.18502 -10.54580
C 9.07816 5.25132 -11.71137
C 8.57268 6.26251 -12.71755
C 6.59442 3.77873 -11.72474
H 9.20213 4.25981 -12.14790
H 10.05201 5.55359 -11.33197
H 7.58896 5.99356 -13.10277
H 9.26180 6.33318 -13.55880
H 8.48923 7.24458 -12.25261
H 5.83881 4.44102 -12.14622
H 6.11829 2.84392 -11.44122
H 7.33953 3.56330 -12.48535
O 4.53177 0.12469 3.99741
C 4.59352 0.72629 5.03865
O 4.33811 2.04578 5.02173
C 4.23895 2.83312 6.21552
C 5.59029 3.31581 6.69599
C 5.02606 0.06042 6.32342
H 3.69854 2.28684 6.98977
H 3.61753 3.68070 5.93196
H 6.24094 2.48607 6.97129
H 5.47268 3.96187 7.56580
H 6.08820 3.87981 5.90774
H 6.11517 0.05077 6.35565
H 4.67812 -0.96887 6.31420
H 4.65147 0.53678 7.22523
O 1.58403 11.33872 -2.45609
C 1.90988 10.22605 -2.15048
O 2.95250 9.65924 -2.78593
C 3.52251 8.40908 -2.38108
C 2.79209 7.22503 -2.97849
C 1.13757 9.42529 -1.12540
H 3.58613 8.35497 -1.29262
H 4.54504 8.44158 -2.75366
H 1.75741 7.17960 -2.63426
H 3.28586 6.29312 -2.70974
H 2.77486 7.30285 -4.06050
H 0.29250 8.95304 -1.62479
H 0.75807 10.11729 -0.37828
H 1.72096 8.66143 -0.61839
O 6.58194 -3.39383 7.23669
C 5.89198 -3.47620 6.26004
O 4.57294 -3.21657 6.38265
C 3.69662 -3.10414 5.25531
C 3.13548 -4.42799 4.78277
C 6.44002 -3.92072 4.92419
H 4.18369 -2.55007 4.45133
H 2.88123 -2.47510 5.61478
H 3.91095 -5.10203 4.41722
H 2.42674 -4.21332 3.98451
H 2.61827 -4.93458 5.59854
H 6.45068 -5.00987 4.90221
H 7.46264 -3.56168 4.84618
H 5.88372 -3.55360 4.06585
O -5.55800 -5.30002 1.79299
C -6.60300 -5.81527 1.47473
O -6.85137 -5.98921 0.17262
C -7.97384 -6.75667 -0.30581
C -9.23695 -5.92941 -0.39080
C -7.65497 -6.20496 2.48065
H -8.11130 -7.65188 0.30010
H -7.67111 -7.08511 -1.29782
H -9.55432 -5.57522 0.58977
H -10.04500 -6.52475 -0.81387
H -9.07530 -5.05771 -1.02596
H -8.26517 -5.33195 2.71273
H -7.15240 -6.53261 3.38864
H -8.29691 -7.01339 2.14777
O -9.78737 -8.65058 2.45672
C -9.62033 -9.25803 3.48286
O -8.83013 -10.34042 3.45770
C -8.43584 -11.04973 4.64073
C -9.46490 -12.07687 5.05997
C -10.33413 -8.87680 4.75718
H -8.19916 -10.35041 5.44361
H -7.50530 -11.54151 4.36479
H -10.41485 -11.61325 5.32607
H -9.10558 -12.63965 5.92121
H -9.65377 -12.77286 4.24322
H -11.32533 -9.32837 4.74334
H -10.44734 -7.79583 4.77068
H -9.82088 -9.17740 5.66640
```

Results
- HOMO-LUMO gap (eV) = 8.597
- spin multiplicity = 1
- HOMO level (hartree) = -0.401
- calculated total energy (eV) = -98954.3871
- F_max (eV/Å) = 1.442
- charge = +1

Here are the Löwdin charges for atoms 1 to 4, given in e: C -0.055; C -0.116; C -0.457; O 0.106


Computed, not measured: 2 unconnected molecules or ions with the total composition CH4O4P at a distorted geometry, with the ωB97M-V functional and the def2-TZVPD basis.

The geometry in XYZ format:
```
10
Properties=species:S:1:pos:R:3
C 2.55387 0.10993 -0.13578
O 0.39315 -1.56159 0.35333
O -0.15291 0.85246 -0.26614
O -2.92930 -0.56543 0.17247
O -2.67668 0.54254 -0.70547
P 0.86669 -0.18229 0.05926
H 3.14138 -0.61555 0.45294
H 2.63011 1.19736 -0.02103
H -1.61664 0.61048 -0.69806
H -2.20966 -0.38792 0.78848
```

Results
- HOMO-LUMO gap (eV) = 8.539
- spin multiplicity = 1
- HOMO level (hartree) = -0.163
- calculated total energy (eV) = -18580.1605
- F_max (eV/Å) = 2.447
- relative energy (zero: lowest compared OMol25 entry of this formula, charge and spin) (eV) = 2.961
- charge = -1

Here are the Löwdin charges for atoms 1 to 4, given in e: C -0.288; O -0.404; O -0.383; O -0.133


Computed, not measured: a molecular structure, C18H15FN3O4STi at a distorted geometry, with the ωB97M-V functional and the def2-TZVPD basis.

The geometry in XYZ format:
```
43
Properties=species:S:1:pos:R:3
Ti 0.07792 -0.85049 0.25072
O -2.74643 0.86716 -1.99338
C -2.08437 0.07017 -1.34686
O -0.80771 0.29882 -0.95509
C -2.53165 -1.22190 -0.82141
C -3.71289 -1.88093 -0.97986
C -3.93897 -3.09869 -0.31067
C -2.93757 -3.61065 0.55968
C -1.76605 -2.95265 0.71076
N -1.53164 -1.76351 0.00378
C -0.62386 -3.22901 1.60177
O -0.47465 -4.21416 2.29155
O 0.25706 -2.20349 1.53301
H -4.46970 -1.44041 -1.62091
H -4.87773 -3.62203 -0.43058
H -3.09008 -4.52076 1.13062
F 5.43807 1.40058 0.56269
C 4.41729 0.61477 0.12610
C 3.78549 0.93426 -1.05656
C 2.75947 0.11538 -1.51855
C 2.34835 -1.03212 -0.81163
C 1.24135 -1.86991 -1.24301
C 3.01979 -1.29828 0.40851
C 4.05215 -0.48979 0.86312
H 4.11409 1.80159 -1.62128
H 2.27819 0.34064 -2.46442
H 1.31260 -2.90939 -0.94394
H 0.92001 -1.74021 -2.26871
H 2.71735 -2.16014 0.98516
H 4.57060 -0.70821 1.78929
C -1.75111 3.15431 2.02229
N -0.80915 3.21788 0.91526
C -0.91604 4.02718 -0.20977
C 0.06567 3.65842 -1.04831
N 0.76079 2.64931 -0.41397
C 0.21485 2.36362 0.77212
S 0.64649 1.10827 1.83785
H -2.46559 3.96558 1.91403
H -1.22289 3.24840 2.96682
H -2.27048 2.19983 2.01203
H -1.68957 4.76821 -0.31389
H 0.31034 4.00552 -2.03691
H 1.41021 2.00682 -0.84746
```

Results
- HOMO-LUMO gap (spin up / spin down) (eV) = 4.304 / 4.307
- spin multiplicity = 1
- HOMO level (spin up / spin down) (hartree) = -0.064 / -0.064
- calculated total energy (eV) = -68242.0265
- F_max (eV/Å) = 1.508
- relative energy (zero: lowest compared OMol25 entry of this formula, charge and spin) (eV) = 0.881
- charge = -1

Here are the Löwdin charges for atoms 1 to 4, given in e: Ti 0.789; O 0.015; C -0.540; O -0.200